(1)
DFT (the ωB97M-V functional and the def2-TZVPD basis) results for one molecule with the formula C3H5NOS at a distorted geometry.

Structure (XYZ):
```
11
Properties=species:S:1:pos:R:3:nbo_charge:R:1
O 2.822 -0.682 0.218 -0.539
N 1.662 -0.377 -0.364 -0.125
C 1.246 0.704 0.126 0.035
C -0.170 1.156 -0.335 -0.523
C -1.139 0.356 0.446 -0.266
S -2.337 -0.558 -0.061 0.084
H 3.105 -1.350 -0.387 0.475
H 1.925 1.391 0.655 0.190
H -0.277 2.245 -0.056 0.235
H -0.199 1.030 -1.392 0.244
H -0.998 0.421 1.537 0.190
```

E = -645.3887 Eh
Charge = 0
Highest occupied orbital energy = -8.684 eV
Lowest unoccupied orbital energy = -0.0005 Ha
Frontier orbital gap = 0.319 hartree
SMILES string = O/N=C/CC=S

***

(2)
DFT (the ωB97M-V functional and the def2-TZVPD basis) results for a 3-piece molecular cluster, C3H11O3 overall at a distorted geometry.

Structure (XYZ):
```
17
Properties=species:S:1:pos:R:3:lowdin_spin:R:1
C 0.040 0.170 0.368 0.096
O -1.175 0.413 -0.243 0.769
C 1.286 0.446 -0.488 0.022
C 2.516 0.232 0.419 0.005
H 0.057 0.686 1.335 0.011
H 0.083 -0.906 0.592 0.057
H 1.293 -0.372 -1.212 0.000
H 1.320 1.331 -1.120 0.000
H 3.465 0.259 -0.113 0.001
H 2.572 0.993 1.205 0.000
H 2.364 -0.723 0.913 0.001
H -3.852 0.503 1.193 0.000
H -2.314 0.420 0.914 -0.003
O -3.005 0.299 1.595 0.007
H -1.191 -0.687 -1.336 0.003
H -2.135 -1.772 -1.913 0.000
O -1.327 -1.292 -2.109 0.031
```

E = -346.5197 Eh
Charge = 0
2S+1 = 2
Highest occupied orbital energy (spin up / spin down) = -10.990 / -10.947 eV
Lowest unoccupied orbital energy (spin up / spin down) = 0.0310 / -0.1109 Ha
Frontier orbital gap (spin up / spin down) = 0.435 / 0.291 hartree